(1)
Entry from the Open Molecules 2025 dataset: a cluster of 2 separate species, C3H3NO2S in total (ωB97M-V/def2-TZVPD).

Geometry as XYZ:
```
10
Properties=species:S:1:pos:R:3:mulliken_charge:R:1
C 1.05535 1.48743 1.83672 -0.14
C -0.32214 0.74401 0.15595 -0.10
C 0.14631 -0.39922 1.00101 -0.31
N 0.99890 0.17567 1.99580 0.00
O 0.60632 -2.36407 2.71057 -0.41
O 0.35087 1.91964 0.87539 -0.15
S -0.14348 -1.14633 2.58748 0.47
H 0.14427 0.88186 -0.87217 0.25
H -1.46208 0.73666 0.24963 0.23
H 1.23537 -1.70022 -0.13149 0.16
```

Output
Energy ... -719.226702 Ha
HOMO energy (spin up / spin down) ... -8.8 / -8.8 eV
Energy above the lowest of the compared OMol25 structures with the same formula, charge and spin ... 221.9 kcal per mole
HOMO-LUMO gap (spin up / spin down) ... 7.81 / 7.57 eV

---

(2)
Entry from the Open Molecules 2025 dataset: an isolated molecule of C3H3NO2S2 (ωB97M-V/def2-TZVPD).

Geometry as XYZ:
```
11
Properties=species:S:1:pos:R:3:mulliken_charge:R:1
O -2.19186 -1.71552 -1.04362 -0.53
C -1.35193 -1.07787 -0.28808 0.49
C -1.08681 -1.16886 1.33175 -0.25
O -0.47792 0.09839 1.78005 -0.29
N 0.89333 -0.09032 1.23706 -0.30
C 0.91501 0.69195 -0.02360 0.34
S 2.19851 1.17584 -0.74962 -0.27
S -0.62066 0.44623 -0.87646 -0.08
H -0.34761 -1.88784 1.68770 0.32
H -2.11648 -1.48048 1.71124 0.30
H 1.46593 0.31323 1.94689 0.27
```

Output
Energy ... -1117.597794 Ha
HOMO energy ... -9.4 eV
Energy above the lowest of the compared OMol25 structures with the same formula, charge and spin ... 80.5 kcal per mole
SMILES ... O=C1CONC(=S)S1
HOMO-LUMO gap ... 8.67 eV

---

Repeat the second record exactly.
Entry from the Open Molecules 2025 dataset: an isolated molecule of C3H3NO2S2 (ωB97M-V/def2-TZVPD).

Geometry as XYZ:
```
11
Properties=species:S:1:pos:R:3:mulliken_charge:R:1
O -2.19186 -1.71552 -1.04362 -0.53
C -1.35193 -1.07787 -0.28808 0.49
C -1.08681 -1.16886 1.33175 -0.25
O -0.47792 0.09839 1.78005 -0.29
N 0.89333 -0.09032 1.23706 -0.30
C 0.91501 0.69195 -0.02360 0.34
S 2.19851 1.17584 -0.74962 -0.27
S -0.62066 0.44623 -0.87646 -0.08
H -0.34761 -1.88784 1.68770 0.32
H -2.11648 -1.48048 1.71124 0.30
H 1.46593 0.31323 1.94689 0.27
```

Output
Energy ... -1117.597794 Ha
HOMO energy ... -9.4 eV
Energy above the lowest of the compared OMol25 structures with the same formula, charge and spin ... 80.5 kcal per mole
SMILES ... O=C1CONC(=S)S1
HOMO-LUMO gap ... 8.67 eV